92
Properties=species:S:1:pos:R:3 method="wB97M-V/def2-TZVPD" charge=+1 gap_ev=8.622 e_homo_ev=-12.019
C 1.064 -1.891 -0.140
O 0.353 -0.753 0.352
B -0.991 -0.620 0.387
O -1.758 -0.336 -0.717
C -1.831 -0.704 1.771
I -1.602 -2.859 2.332
N -3.177 -0.337 1.517
C -4.129 -0.624 2.574
C -3.682 -0.117 3.934
N -2.180 -0.100 4.171
S -1.829 1.099 5.452
C -1.300 0.133 2.937
C 0.169 -0.072 3.329
C 0.982 1.225 3.249
O 1.190 1.702 1.934
H 0.484 -2.444 -0.881
H 1.317 -2.559 0.683
H 1.978 -1.537 -0.611
H -1.634 -0.949 -1.456
H -3.494 -0.782 0.664
H -4.366 -1.692 2.621
H -5.059 -0.098 2.354
H -4.055 0.882 4.132
H -4.090 -0.770 4.703
H -1.876 -0.984 4.590
H -2.303 2.076 4.670
H -1.473 1.185 2.692
H 0.243 -0.417 4.366
H 0.623 -0.848 2.721
H 0.469 1.993 3.842
H 1.971 1.071 3.673
H 0.363 1.989 1.528
C 4.594 -4.269 -5.482
O 3.825 -3.403 -4.634
C 4.475 -2.319 -4.227
O 5.602 -2.013 -4.513
O 3.658 -1.610 -3.440
C 4.236 -0.407 -2.926
H 3.935 -5.090 -5.746
H 4.902 -3.748 -6.385
H 5.468 -4.648 -4.957
H 4.524 0.272 -3.725
H 5.108 -0.629 -2.313
H 3.459 0.048 -2.318
C -1.593 2.802 -0.358
O -1.757 4.104 -0.911
C -1.837 4.108 -2.251
O -1.781 3.129 -2.946
O -1.989 5.359 -2.655
C -2.087 5.519 -4.079
H -1.546 2.963 0.721
H -2.436 2.159 -0.603
H -0.673 2.338 -0.714
H -2.948 4.977 -4.463
H -1.183 5.158 -4.564
H -2.205 6.585 -4.240
C 2.294 -1.816 8.112
O 3.518 -1.081 8.148
C 3.862 -0.503 7.002
O 3.229 -0.545 5.974
O 5.015 0.124 7.178
C 5.525 0.794 6.017
H 2.168 -2.219 9.112
H 1.462 -1.158 7.863
H 2.353 -2.624 7.384
H 4.829 1.562 5.685
H 5.700 0.083 5.213
H 6.460 1.244 6.334
C -4.413 3.359 1.962
O -5.645 3.885 2.459
C -6.223 3.100 3.369
O -5.753 2.060 3.784
O -7.363 3.639 3.740
C -8.105 2.902 4.726
H -4.010 4.071 1.249
H -3.729 3.226 2.802
H -4.583 2.399 1.475
H -7.524 2.804 5.641
H -8.364 1.917 4.345
H -9.000 3.487 4.906
C 2.172 -5.471 -11.204
O 2.585 -4.928 -9.943
C 3.009 -3.668 -10.004
O 3.063 -2.987 -10.994
O 3.365 -3.286 -8.776
C 3.850 -1.941 -8.700
H 1.859 -6.488 -10.992
H 1.345 -4.896 -11.614
H 3.000 -5.468 -11.910
H 3.084 -1.233 -9.012
H 4.736 -1.814 -9.319
H 4.104 -1.779 -7.655

=====

100
Properties=species:S:1:pos:R:3 method="wB97M-V/def2-TZVPD" charge=+1 gap_ev=7.801 e_homo_ev=-11.726
C 0.365 -6.013 -1.034
C 0.451 -5.595 -2.300
C -0.098 -4.265 -2.657
C -1.374 -4.226 -3.263
N -1.995 -3.129 -3.590
N -1.386 -1.986 -3.325
C -2.190 -0.790 -3.651
C -3.318 -0.610 -2.631
C -4.664 -0.254 -3.280
C -5.529 -1.467 -3.650
C -5.767 -2.491 -2.518
C -7.254 -2.634 -2.116
C -0.177 -1.909 -2.772
O 0.327 -0.695 -2.531
B 1.311 -0.178 -3.423
O 1.317 -0.580 -4.729
O 2.249 0.646 -2.912
C 0.519 -3.069 -2.409
C 1.882 -2.960 -1.795
C 2.966 -3.187 -2.841
N 4.099 -2.657 -2.691
H 0.364 -5.270 -0.240
H 0.249 -7.055 -0.767
H 0.947 -6.168 -3.077
H -1.903 -5.148 -3.471
H -2.621 -0.998 -4.632
H -1.547 0.076 -3.764
H -3.056 0.155 -1.897
H -3.394 -1.541 -2.067
H -4.441 0.280 -4.210
H -5.214 0.433 -2.638
H -5.142 -1.954 -4.549
H -6.506 -1.071 -3.940
H -5.207 -2.235 -1.620
H -5.443 -3.467 -2.882
H -7.869 -1.831 -2.521
H -7.364 -2.634 -1.030
H -7.672 -3.581 -2.458
H 0.829 -0.018 -5.340
H 2.030 0.929 -2.014
H 2.020 -3.720 -1.023
H 2.052 -1.973 -1.372
H 2.705 -3.813 -3.703
H 4.721 -2.905 -3.459
C 5.099 2.173 -2.597
N 5.063 3.608 -2.203
O 5.261 3.878 -1.036
O 4.829 4.410 -3.080
H 5.316 1.581 -1.715
H 4.126 1.930 -3.011
H 5.874 2.058 -3.348
C -1.481 0.300 1.204
N -2.951 0.290 0.980
O -3.546 1.342 0.948
O -3.471 -0.804 0.832
H -1.152 1.325 1.331
H -1.293 -0.294 2.092
H -1.027 -0.167 0.334
C 7.247 5.375 1.442
N 8.029 4.643 2.473
O 7.444 4.239 3.456
O 9.216 4.497 2.259
H 6.217 5.434 1.768
H 7.686 6.360 1.348
H 7.336 4.821 0.513
C -2.730 4.641 2.681
N -1.330 4.264 2.346
O -1.024 3.085 2.419
O -0.574 5.148 2.019
H -3.274 3.747 2.950
H -2.690 5.342 3.508
H -3.148 5.117 1.799
C -3.066 -3.182 3.761
N -1.718 -3.237 3.132
O -1.391 -4.255 2.561
O -1.028 -2.242 3.229
H -3.558 -4.131 3.592
H -2.920 -2.987 4.819
H -3.602 -2.362 3.291
C 1.535 -8.562 2.950
N 1.782 -8.066 1.568
O 1.348 -8.725 0.644
O 2.401 -7.029 1.452
H 0.975 -9.486 2.882
H 2.504 -8.715 3.415
H 0.978 -7.791 3.473
C -6.503 3.872 5.993
N -5.339 4.200 5.125
O -5.244 5.331 4.699
O -4.550 3.305 4.896
H -7.106 4.765 6.100
H -7.051 3.072 5.505
H -6.107 3.536 6.946
C 8.931 9.556 3.243
N 7.580 9.227 2.708
O 7.224 8.064 2.748
O 6.923 10.142 2.269
H 9.389 8.641 3.597
H 9.497 10.002 2.432
H 8.791 10.272 4.047

=====

110
Properties=species:S:1:pos:R:3 method="wB97M-V/def2-TZVPD" charge=+1 gap_ev=8.409 e_homo_ev=-11.550
N 3.608 -2.425 1.170
C 3.544 -3.684 0.810
N 4.125 -4.637 1.583
C 4.209 -6.032 1.076
C 3.281 -6.372 -0.100
C 2.212 -5.313 -0.310
P 0.809 -5.256 0.872
O -0.348 -4.612 0.228
N 2.818 -3.968 -0.318
H 3.386 -1.709 0.493
H 3.896 -2.124 2.095
H 3.741 -4.618 2.524
H 5.235 -6.215 0.769
H 4.026 -6.703 1.910
H 3.866 -6.468 -1.014
H 2.818 -7.348 0.044
H 1.749 -5.462 -1.282
H 1.270 -4.545 1.998
H 0.583 -6.592 1.239
H 3.298 -3.753 -1.187
C -1.940 -2.016 -0.102
Cl -3.193 -2.607 0.993
Cl -2.600 -1.522 -1.674
H -1.466 -1.152 0.351
H -1.229 -2.816 -0.271
C -2.650 -6.788 -0.976
Cl -1.686 -8.275 -1.138
Cl -3.920 -6.697 -2.196
H -3.108 -6.783 0.005
H -1.992 -5.935 -1.090
C 4.733 1.113 2.476
Cl 5.047 -0.362 3.416
Cl 3.835 0.701 1.015
H 4.124 1.792 3.063
H 5.677 1.569 2.205
C 4.560 4.582 -0.423
Cl 3.151 3.839 0.331
Cl 6.084 3.971 0.249
H 4.541 4.364 -1.483
H 4.514 5.652 -0.249
C 0.311 2.370 2.802
Cl 0.398 1.040 1.629
Cl 1.399 2.120 4.182
H 0.586 3.295 2.308
H -0.707 2.430 3.159
C -0.171 6.175 0.022
Cl 1.360 6.849 -0.563
Cl -0.059 4.448 0.441
H -0.467 6.720 0.911
H -0.909 6.289 -0.759
C 3.379 7.344 3.236
Cl 3.982 8.365 1.925
Cl 2.238 6.127 2.650
H 4.221 6.833 3.688
H 2.877 7.971 3.963
C 0.603 -1.585 -3.124
Cl 1.251 -1.584 -1.473
Cl 1.834 -2.077 -4.295
H -0.220 -2.289 -3.163
H 0.263 -0.586 -3.366
C -0.029 6.635 -3.992
Cl 0.784 6.997 -5.516
Cl -1.743 7.076 -4.027
H 0.043 5.569 -3.807
H 0.452 7.195 -3.199
C 3.570 -1.865 6.803
Cl 2.898 -2.661 8.217
Cl 3.777 -3.005 5.448
H 2.891 -1.084 6.482
H 4.543 -1.456 7.057
C -5.197 -9.752 -4.650
Cl -6.787 -10.106 -3.963
Cl -5.186 -9.881 -6.412
H -4.928 -8.737 -4.381
H -4.482 -10.460 -4.249
C -3.951 4.048 1.956
Cl -3.192 5.624 2.203
Cl -2.783 2.713 1.986
H -4.671 3.881 2.747
H -4.437 4.055 0.988
C -6.513 -5.616 -6.047
Cl -6.541 -6.939 -7.209
Cl -5.465 -5.971 -4.663
H -6.136 -4.727 -6.539
H -7.519 -5.454 -5.680
C -4.473 5.770 -2.062
Cl -5.875 5.023 -1.290
Cl -2.958 5.166 -1.373
H -4.488 5.520 -3.116
H -4.522 6.842 -1.917
C 6.164 -0.636 10.327
Cl 4.991 -1.213 11.507
Cl 5.384 -0.069 8.836
H 6.713 0.194 10.756
H 6.832 -1.449 10.071
C 1.086 -1.274 -8.134
Cl 1.310 -2.594 -9.286
Cl -0.405 -0.372 -8.427
H 1.035 -1.696 -7.138
H 1.924 -0.593 -8.224
C -6.723 2.614 -4.058
Cl -5.983 3.982 -4.903
Cl -5.619 1.857 -2.905
H -7.593 2.971 -3.519
H -7.005 1.876 -4.798
C -4.519 9.235 3.737
Cl -3.859 9.312 5.372
Cl -3.277 8.855 2.536
H -5.271 8.456 3.704
H -4.948 10.197 3.490

=====

83
Properties=species:S:1:pos:R:3 method="wB97M-V/def2-TZVPD" smiles="CCB1OBOB([PH2]=O)O1.C1CCOC1.C1CCOC1.C1CCOC1.C1CCOC1.C1CCOC1" gap_ev=9.557 e_homo_ev=-9.251
C -5.571 -0.835 5.301
C -5.035 -0.015 4.105
B -4.911 -0.915 2.846
O -5.716 -0.780 1.723
B -5.474 -1.617 0.655
O -4.169 -2.019 0.427
B -3.344 -1.962 1.525
P -1.402 -1.824 1.349
O -0.702 -3.064 0.915
O -3.937 -1.922 2.761
H -4.879 -1.645 5.531
H -5.677 -0.215 6.187
H -6.543 -1.273 5.062
H -4.046 0.365 4.373
H -5.691 0.832 3.903
H -6.363 -2.015 -0.020
H -1.212 -0.695 0.519
H -0.997 -1.325 2.606
C 0.305 1.085 -3.542
C -1.133 1.588 -3.662
C -1.704 1.201 -2.303
O -0.620 1.277 -1.378
C 0.619 1.399 -2.087
H 0.997 1.567 -4.232
H 0.346 0.008 -3.718
H -1.145 2.673 -3.785
H -1.686 1.145 -4.489
H -2.091 0.175 -2.319
H -2.501 1.865 -1.965
H 0.994 2.420 -1.974
H 1.345 0.711 -1.651
C 4.131 2.962 -0.130
C 5.246 3.109 -1.162
C 4.452 3.389 -2.429
O 3.273 4.089 -2.021
C 3.139 4.017 -0.600
H 4.459 3.120 0.897
H 3.688 1.966 -0.199
H 5.880 3.964 -0.912
H 5.872 2.225 -1.254
H 4.163 2.453 -2.920
H 4.993 4.005 -3.149
H 3.368 5.000 -0.175
H 2.106 3.765 -0.353
C -4.885 -0.539 10.899
C -6.247 0.023 10.495
C -5.973 0.488 9.070
O -4.983 -0.398 8.544
C -4.423 -1.183 9.598
H -4.932 -1.249 11.724
H -4.211 0.271 11.183
H -6.998 -0.769 10.498
H -6.597 0.829 11.138
H -5.581 1.511 9.055
H -6.856 0.448 8.429
H -4.793 -2.210 9.512
H -3.339 -1.197 9.486
C 0.611 -2.689 -7.072
C -0.119 -3.051 -5.780
C 1.013 -2.996 -4.762
O 1.923 -2.000 -5.235
C 1.601 -1.641 -6.578
H -0.044 -2.310 -7.856
H 1.143 -3.560 -7.462
H -0.874 -2.296 -5.550
H -0.608 -4.024 -5.809
H 1.537 -3.955 -4.697
H 0.678 -2.720 -3.761
H 1.152 -0.641 -6.583
H 2.521 -1.608 -7.163
C 6.420 -0.304 -4.856
C 7.692 -0.374 -4.013
C 7.244 0.316 -2.731
O 5.852 0.033 -2.587
C 5.343 -0.526 -3.803
H 6.381 -1.044 -5.654
H 6.317 0.687 -5.304
H 7.955 -1.414 -3.813
H 8.551 0.113 -4.473
H 7.387 1.401 -2.802
H 7.768 -0.043 -1.844
H 5.152 -1.592 -3.649
H 4.396 -0.044 -4.049

=====

88
Properties=species:S:1:pos:R:3 method="wB97M-V/def2-TZVPD" smiles=COCCOC.COCCOC.ClCCCl.ClCCCl.ClCCCl.ClCCCl.ClCCCl.ClCCCl.ClCCCl gap_ev=9.698 e_above_lowest_kj_mol=0.0 e_homo_ev=-9.550
C -1.957 -1.903 0.199
O -0.696 -1.430 0.574
C -0.044 -0.732 -0.500
C 0.979 0.211 0.054
O 1.949 -0.449 0.816
C 2.799 0.402 1.545
H -2.695 -1.093 0.101
H -2.324 -2.612 0.940
H -1.946 -2.431 -0.768
H -0.823 -0.144 -1.007
H 0.329 -1.499 -1.188
H 0.497 1.047 0.580
H 1.460 0.688 -0.820
H 3.056 -0.094 2.484
H 2.401 1.394 1.762
H 3.746 0.504 0.992
C -5.184 -2.059 -3.375
O -5.815 -1.270 -2.402
C -4.877 -0.574 -1.630
C -5.527 0.110 -0.461
O -6.475 1.107 -0.790
C -5.908 2.268 -1.410
H -4.524 -1.416 -3.972
H -5.905 -2.538 -4.029
H -4.582 -2.853 -2.911
H -4.342 0.163 -2.257
H -4.074 -1.235 -1.259
H -4.758 0.438 0.259
H -6.116 -0.608 0.130
H -6.474 3.117 -1.026
H -5.960 2.191 -2.496
H -4.867 2.422 -1.102
Cl 0.801 -6.275 1.600
C 0.461 -4.521 1.494
C 1.590 -3.653 1.987
Cl 3.120 -3.994 1.166
H -0.453 -4.373 2.063
H 0.221 -4.328 0.448
H 1.690 -3.828 3.059
H 1.344 -2.601 1.860
Cl 3.466 -0.755 -2.721
C 3.818 -2.491 -2.911
C 2.632 -3.380 -2.618
Cl 1.361 -3.095 -3.849
H 4.595 -2.679 -2.166
H 4.243 -2.735 -3.880
H 2.214 -3.196 -1.633
H 2.948 -4.419 -2.677
Cl 0.343 -2.200 5.655
C 1.059 -0.586 5.868
C 1.125 0.173 4.555
Cl 1.543 1.870 4.857
H 2.012 -0.633 6.383
H 0.356 -0.063 6.519
H 0.175 0.145 4.035
H 1.882 -0.261 3.909
Cl 0.342 3.174 -1.452
C -0.944 4.431 -1.530
C -0.408 5.843 -1.390
Cl -1.716 6.978 -1.808
H -1.600 4.215 -0.692
H -1.408 4.312 -2.501
H 0.402 6.009 -2.099
H -0.034 6.063 -0.395
Cl -0.313 5.781 2.239
C -0.250 4.204 3.081
C -1.598 3.692 3.503
Cl -2.536 3.097 2.104
H 0.411 4.396 3.920
H 0.231 3.487 2.418
H -2.194 4.475 3.965
H -1.487 2.895 4.235
Cl -1.587 -0.982 -4.784
C -0.393 0.241 -4.241
C -1.014 1.620 -4.276
Cl -2.433 1.712 -3.193
H 0.436 0.202 -4.942
H -0.051 0.013 -3.235
H -1.356 1.923 -5.261
H -0.252 2.326 -3.947
Cl 7.752 -2.477 -0.503
C 7.571 -1.386 0.891
C 6.379 -1.730 1.753
Cl 6.577 -3.329 2.521
H 7.391 -0.383 0.492
H 8.494 -1.311 1.456
H 5.466 -1.814 1.169
H 6.232 -0.922 2.469